[1]
Molecular formula: C2H5NO2PS
Method: DFT, ωB97M-V with the def2-TZVPD basis set

Summary:
Energy above the lowest of the compared OMol25 structures with the same formula, charge and spin: 351.13 kJ/mol
LUMO level (spin up / spin down): 0.1293 / 0.1292 Eh
Frontier orbital gap (spin up / spin down): 6.68 / 6.67 eV

```
! wB97M-V def2-TZVPD RIJCOSX def2/J DEFGRID3
* xyz -1 1
C 1.02760 -0.40958 0.39976
C -0.18372 -1.42891 0.15347
N 0.92986 0.74080 -0.35319
O 0.21703 1.72645 0.41683
O -1.43866 -0.95472 0.62739
P -0.99882 2.01678 -0.66425
S -0.67092 3.80871 -1.54580
H 1.12171 -0.25656 1.39915
H 1.71749 -1.20608 -0.19263
H 0.01683 -2.47025 0.53767
H -0.33857 -1.52221 -1.07658
H -1.39984 -0.04443 0.29820
*
```

---

[2]
Molecular formula: C7H6O
Method: DFT, ωB97M-V with the def2-TZVPD basis set

Summary:
Energy above the lowest of the compared OMol25 structures with the same formula, charge and spin: 9.71 kJ/mol
LUMO level: -0.0196 Eh
Structure (SMILES): C=C1C=CC(=O)C=C1
Frontier orbital gap: 8.73 eV

```
! wB97M-V def2-TZVPD RIJCOSX def2/J DEFGRID3
* xyz 0 1
C -2.25564 0.00074 -0.09365
C -0.91628 -0.07568 -0.02282
C -0.18680 1.24656 -0.04347
C 1.10630 1.25867 0.05616
C 1.88463 0.00788 -0.05508
O 3.10215 0.00639 -0.12211
C 1.15429 -1.25594 -0.01839
C -0.15207 -1.30434 0.02111
H -2.98081 -0.86837 -0.19615
H -2.73114 0.96298 0.00458
H -0.75147 2.16260 -0.15199
H 1.63074 2.18758 0.33269
H 1.78668 -2.11718 0.09264
H -0.69058 -2.21188 0.19651
*
```

---

[3]
Molecular formula: C29H45BN5O6
Method: DFT, ωB97M-V with the def2-TZVPD basis set

Summary:
LUMO level: -0.1701 Eh
Frontier orbital gap: 6.42 eV

```
! wB97M-V def2-TZVPD RIJCOSX def2/J DEFGRID3
* xyz 1 1
C 2.42898 0.70763 4.09928
C 2.51055 -0.41322 2.95936
N 1.33794 -0.51803 2.05211
C 0.34766 0.55957 2.21204
C 0.60568 1.75312 1.25122
C 1.81980 1.86318 0.21799
C 1.34979 1.89536 -1.31393
C 1.52433 0.47556 -2.04885
C 0.59652 -0.66059 -1.42274
C -0.84546 -0.44071 -0.87847
C -1.67579 -1.64527 -0.30585
C -1.11338 -3.10445 -0.24377
C 0.35597 -3.30331 -0.80169
C 1.19485 -2.10914 -1.37533
C -0.49848 2.88003 1.41258
C -0.51047 4.19793 0.52836
C 0.87061 4.98193 0.78401
N 1.51000 5.69505 -0.11575
C -1.53159 2.46184 2.50067
C -2.73920 3.52726 2.70950
C -3.95150 3.18650 1.66581
C -4.91024 2.09702 2.39620
C -6.32037 1.89115 1.64352
N -6.15586 1.20386 0.31984
N -1.62200 1.34842 3.33200
N -0.67800 0.39924 3.18368
B -0.88035 -0.81124 4.09908
O 0.14964 -1.70187 4.51941
O -2.21292 -1.05522 4.63253
H 3.45500 0.69595 4.63602
H 2.32057 1.78156 3.69706
H 1.66360 0.47453 4.93129
H 3.43444 -0.16624 2.30620
H 2.71803 -1.46401 3.38277
H 0.92483 -1.44627 1.95804
H 2.40123 2.81934 0.51603
H 2.55437 0.99559 0.42651
H 1.96179 2.67200 -1.89134
H 0.22184 2.13308 -1.30811
H 2.64714 0.17210 -2.08990
H 1.21133 0.63515 -3.15120
H -1.32029 0.60420 -0.89427
H -2.75029 -1.51731 0.07564
H -1.72696 -3.98092 0.14523
H 0.86938 -4.32568 -0.81779
H 2.23754 -2.27906 -1.79723
H -1.40658 4.88900 0.70853
H -0.53188 3.95818 -0.60322
H 1.33423 4.86161 1.83149
H 0.94781 5.66043 -0.98944
H -3.18409 3.42871 3.75779
H -2.37954 4.60749 2.53645
H -4.55566 4.12620 1.39036
H -3.47225 2.72553 0.72661
H -5.07021 2.40749 3.50013
H -4.37177 1.07468 2.43640
H -6.75118 2.93460 1.45694
H -7.05704 1.25879 2.25192
H -5.34118 0.57579 0.32220
H -6.06127 1.93815 -0.39995
H -0.08228 -2.62028 4.24936
H -2.80197 -1.40972 3.93142
O 4.13873 -0.55052 -3.44260
C 5.06143 0.22477 -3.39293
O 5.24695 1.12090 -2.38632
C 6.37053 1.95598 -2.69507
C 7.19234 1.16549 -3.68584
C 6.13564 0.38023 -4.43392
H 6.00125 2.89551 -3.11669
H 6.92822 2.17351 -1.78263
H 7.81076 1.79290 -4.32951
H 7.85330 0.47515 -3.15238
H 5.73311 0.94216 -5.28010
H 6.51038 -0.59006 -4.75905
O -4.26634 -6.36436 -0.97321
C -3.30801 -6.28334 -1.69598
O -2.05766 -5.94808 -1.26999
C -1.19228 -5.83623 -2.39103
C -1.83320 -6.65288 -3.48647
C -3.30924 -6.48478 -3.18824
H -1.10467 -4.77847 -2.65555
H -0.20444 -6.21897 -2.12745
H -1.54788 -6.33160 -4.48955
H -1.55204 -7.70519 -3.37786
H -3.72236 -5.59370 -3.66677
H -3.88000 -7.37064 -3.46565
*
```

---

[4]
Molecular formula: C44H36FeO2P2Si
Method: DFT, ωB97M-V with the def2-TZVPD basis set

Summary:
Energy above the lowest of the compared OMol25 structures with the same formula, charge and spin: 86.98 kJ/mol
LUMO level (spin up / spin down): -0.0976 / -0.1702 Eh
<S²>: 8.768
Frontier orbital gap (spin up / spin down): 6.58 / 6.86 eV

```
! wB97M-V def2-TZVPD RIJCOSX def2/J DEFGRID3
* xyz 1 6
Fe 0.04241 -0.33989 -0.61665
C 1.14919 -2.73233 -2.72863
Si 0.96664 -2.33031 -0.88363
C 2.74074 -2.33744 -0.19498
C 3.59096 -3.43112 0.02940
C 4.77583 -3.27814 0.73373
C 5.21802 -1.99149 1.18430
C 4.39947 -0.93492 0.89015
C 3.11944 -1.08443 0.30029
P 2.01366 0.37537 -0.00402
C 3.05319 1.41299 -1.05130
C 2.69199 2.75701 -1.16856
C 3.55287 3.67418 -1.76400
C 4.69591 3.23964 -2.43985
C 4.96693 1.87016 -2.49540
C 4.19739 0.96246 -1.74510
C 2.03260 1.09812 1.69935
C 2.69086 2.30955 1.96663
C 2.87310 2.77868 3.24399
C 2.32038 2.03268 4.30610
C 1.57899 0.85430 4.03877
C 1.44423 0.36947 2.75101
C -0.38094 -3.51015 -0.18131
C -0.19187 -4.86613 -0.24999
C -1.21609 -5.74284 0.21794
C -2.38130 -5.22607 0.75671
C -2.57143 -3.83467 0.77095
C -1.58670 -2.97506 0.27906
P -1.89903 -1.19410 0.03911
C -3.42324 -1.19463 -0.98219
C -4.69470 -1.28776 -0.41694
C -5.82084 -1.45233 -1.24263
C -5.63541 -1.66179 -2.59795
C -4.32439 -1.59596 -3.15930
C -3.21116 -1.37414 -2.35303
C -2.45107 -0.57789 1.65960
C -3.30897 0.52325 1.76704
C -3.76120 0.90259 2.99446
C -3.30098 0.28637 4.18228
C -2.38377 -0.74896 4.06841
C -2.00045 -1.20897 2.80821
H 1.54615 -3.72265 -2.79503
H 1.83381 -2.05929 -3.23547
H 0.19089 -2.69450 -3.27491
H 3.25416 -4.41672 -0.33234
H 5.36699 -4.15557 0.95024
H 6.13477 -1.87787 1.79564
H 4.68568 0.07827 1.10301
H 1.75079 3.08044 -0.74042
H 3.32529 4.71774 -1.73266
H 5.29288 3.92248 -3.03056
H 5.78699 1.49663 -3.07437
H 4.51947 -0.07360 -1.60038
H 3.09634 2.90221 1.17308
H 3.37802 3.70483 3.40725
H 2.35712 2.37974 5.32749
H 1.19215 0.21611 4.84261
H 0.90600 -0.54854 2.52940
H 0.75291 -5.20097 -0.66806
H -1.09461 -6.82114 0.05857
H -3.14864 -5.88546 1.17136
H -3.52163 -3.39488 1.05567
H -4.75764 -1.25450 0.68372
H -6.83070 -1.44347 -0.78555
H -6.49783 -1.93511 -3.26490
H -4.21865 -1.79058 -4.22210
H -2.19608 -1.29335 -2.80541
H -3.63552 1.05411 0.87720
H -4.44363 1.73144 3.02928
H -3.60762 0.65361 5.14642
H -1.92508 -1.20377 4.94215
H -1.39611 -2.09525 2.67229
O -0.12098 1.09219 -2.26032
C -0.81164 1.77615 -1.45001
O -1.29213 1.44596 -0.30444
C -1.17689 3.21389 -1.75492
C -0.71961 3.96251 -2.85421
C -0.90716 5.34568 -2.87313
C -1.49103 5.99511 -1.78247
C -2.02505 5.24253 -0.72100
C -1.86108 3.86610 -0.72634
H -0.24200 3.42945 -3.66280
H -0.56752 5.97271 -3.69326
H -1.56191 7.07235 -1.73366
H -2.50537 5.67844 0.15516
H -2.38559 3.30121 0.04620
*
```